The following is a DFT calculation (wB97M-V/def2-TZVPD) of 15 unconnected molecules or ions with the total composition C47H119B3F12N8O13 at a distorted geometry.

Values from the calculation:
E_HOMO   -11.77 eV
Spin multiplicity   1
Net charge   +2

Each line ends with the Mulliken charge.
Positions of all 202 atoms, in Å:
C (-3.926, 1.271, -6.739)  -1.47
C (-3.271, 2.100, -5.728)  2.44
O (-3.829, 3.433, -5.773)  -0.62
H (-4.930, 1.240, -6.421)  0.50
H (-3.572, 0.242, -6.793)  0.29
H (-3.834, 1.615, -7.757)  0.39
H (-2.170, 2.035, -5.805)  -0.96
H (-3.600, 1.805, -4.661)  -0.86
C (3.872, 0.642, 1.221)  -1.08
C (4.112, 0.881, -0.246)  -0.12
O (3.807, -0.330, -0.993)  -0.45
H (4.363, -0.227, 1.668)  0.28
H (2.793, 0.477, 1.339)  0.05
H (4.050, 1.533, 1.790)  0.44
H (5.209, 0.998, -0.439)  0.28
H (3.598, 1.729, -0.627)  0.28
C (0.065, 3.304, 4.816)  -1.32
C (-0.336, 2.879, 3.429)  1.07
O (0.864, 2.484, 2.797)  -0.47
H (-0.645, 3.454, 5.640)  0.34
H (0.663, 4.200, 4.652)  0.34
H (0.755, 2.542, 5.151)  0.29
H (-0.940, 3.565, 2.816)  0.31
H (-0.936, 1.994, 3.513)  -0.78
C (9.271, 0.830, -2.009)  -0.90
O (7.935, 0.643, -2.176)  -0.21
C (7.660, 0.317, -3.529)  -0.62
C (6.140, 0.293, -3.738)  -0.56
N (5.629, -0.901, -3.097)  1.07
H (6.229, -1.190, -2.298)  0.50
H (4.732, -0.718, -2.654)  -0.21
C (5.735, -2.256, -3.800)  -0.72
C (5.970, -3.365, -2.803)  -0.39
O (7.042, -2.981, -1.905)  -0.41
C (7.022, -3.488, -0.598)  -0.49
H (9.548, 1.829, -2.325)  0.33
H (9.800, -0.019, -2.387)  0.36
H (9.450, 0.872, -0.935)  0.25
H (8.080, -0.674, -3.836)  0.31
H (8.065, 1.078, -4.231)  0.54
H (5.903, 0.412, -4.818)  0.33
H (5.773, 1.142, -3.185)  0.26
H (6.655, -2.138, -4.372)  0.39
H (4.900, -2.420, -4.447)  0.31
H (6.241, -4.264, -3.374)  0.46
H (5.110, -3.663, -2.191)  0.20
H (5.907, -3.417, -0.324)  0.07
H (7.527, -2.787, 0.017)  0.28
H (7.397, -4.462, -0.396)  0.30
C (-0.082, -0.622, 4.501)  -0.71
O (-0.836, -1.760, 4.139)  -0.49
C (-2.169, -1.504, 3.926)  -0.45
C (-2.950, -2.764, 3.398)  -0.61
N (-2.071, -3.347, 2.351)  0.96
H (-2.292, -2.908, 1.485)  -0.85
H (-1.043, -3.080, 2.506)  0.32
C (-2.334, -4.847, 2.331)  -0.74
C (-1.442, -5.554, 1.336)  -0.56
O (-0.141, -5.114, 1.558)  -0.37
C (0.773, -5.703, 0.515)  -0.91
H (0.079, 0.026, 3.638)  0.16
H (0.850, -0.972, 4.876)  0.50
H (-0.614, -0.034, 5.252)  0.27
H (-2.235, -0.793, 3.061)  0.10
H (-2.655, -1.021, 4.793)  0.74
H (-3.966, -2.464, 3.006)  0.24
H (-3.065, -3.504, 4.153)  0.57
H (-3.435, -4.863, 2.083)  0.22
H (-2.126, -5.020, 3.322)  0.67
H (-1.747, -5.630, 0.314)  0.30
H (-1.528, -6.578, 1.715)  0.54
H (1.013, -6.694, 0.857)  0.45
H (1.682, -5.130, 0.498)  0.13
H (0.307, -5.882, -0.392)  0.36
C (6.381, 6.816, 9.714)  -0.63
O (5.404, 5.982, 9.193)  -0.28
C (5.087, 4.800, 9.983)  -0.38
C (3.947, 4.105, 9.187)  -0.83
N (3.106, 3.081, 9.839)  -0.07
H (0.546, 1.977, 2.032)  0.22
H (2.616, 3.368, 10.703)  0.29
C (3.494, 1.657, 9.825)  -0.43
C (2.349, 0.759, 10.409)  -0.48
O (1.759, -0.094, 9.447)  -0.41
C (1.204, 0.425, 8.257)  -0.65
H (6.616, 7.580, 8.949)  0.23
H (7.312, 6.233, 9.955)  0.27
H (5.976, 7.199, 10.684)  0.27
H (4.662, 5.121, 10.944)  0.36
H (5.974, 4.100, 10.091)  0.33
H (4.503, 3.820, 8.303)  0.31
H (3.235, 4.896, 8.980)  0.35
H (4.393, 1.444, 10.370)  0.36
H (3.875, 1.406, 8.784)  0.38
H (1.523, 1.464, 10.821)  0.32
H (2.710, 0.195, 11.275)  0.31
H (0.569, -0.284, 7.772)  0.29
H (1.982, 0.761, 7.499)  0.20
H (0.680, 1.358, 8.459)  0.37
C (-4.297, 1.869, 4.482)  -1.31
C (-4.914, 0.828, 3.594)  0.30
C (-4.866, 1.390, 2.234)  0.03
C (-5.968, 0.878, 1.262)  -1.83
N (-5.910, 1.450, -0.083)  0.95
C (-6.951, 0.762, -1.012)  -0.88
C (-6.345, 0.682, -2.353)  -1.11
C (-4.874, 1.025, -2.248)  0.57
C (-4.601, 0.986, -0.802)  0.75
C (-5.945, 2.952, 0.004)  -1.48
C (-7.125, 3.529, 0.858)  -0.12
C (-7.186, 4.998, 0.809)  -1.43
H (-3.224, 1.925, 4.179)  0.05
H (-4.249, 1.616, 5.558)  0.40
H (-4.731, 2.858, 4.329)  0.47
H (-5.951, 0.734, 3.905)  0.57
H (-4.457, -0.145, 3.697)  -0.42
H (-3.833, 1.275, 1.824)  0.04
H (-4.941, 2.454, 2.352)  0.49
H (-6.935, 0.947, 1.829)  0.48
H (-5.883, -0.170, 1.116)  0.60
H (-7.893, 1.253, -0.909)  0.59
H (-7.245, -0.227, -0.680)  0.48
H (-6.911, 1.307, -3.081)  0.33
H (-6.645, -0.247, -2.800)  0.40
H (-4.737, 2.059, -2.648)  0.27
H (-4.225, 0.337, -2.822)  0.16
H (-3.805, 1.692, -0.462)  0.05
H (-4.360, 0.001, -0.341)  -1.49
H (-5.862, 3.349, -1.024)  0.79
H (-5.067, 3.270, 0.429)  0.73
H (-6.902, 3.228, 1.865)  0.25
H (-8.097, 3.139, 0.499)  0.21
H (-8.062, 5.310, 1.436)  0.38
H (-7.449, 5.299, -0.210)  0.35
H (-6.249, 5.491, 1.110)  0.34
C (-1.682, -1.266, -2.352)  0.41
C (-0.489, -2.018, -2.875)  0.38
O (-0.035, -1.647, -4.056)  -0.13
N (0.053, -3.022, -2.264)  1.15
H (2.972, -0.680, -0.667)  -0.01
H (-0.247, -3.096, -1.280)  -0.91
C (1.151, -3.824, -2.799)  -2.14
H (-2.580, -1.585, -2.828)  0.63
H (-1.453, -0.197, -2.488)  0.00
H (-1.833, -1.345, -1.274)  -0.90
H (2.084, -3.526, -2.397)  0.73
H (1.118, -3.835, -3.901)  0.62
H (1.034, -4.844, -2.487)  0.30
C (-0.999, 4.515, -0.510)  -0.93
C (-1.115, 3.528, -1.683)  0.68
O (-2.097, 2.878, -1.877)  -0.63
N (-0.055, 3.600, -2.506)  -0.06
H (-6.789, -5.585, 7.020)  0.33
H (0.625, 4.316, -2.286)  0.25
C (0.006, 3.000, -3.804)  -0.07
H (-1.974, 5.041, -0.375)  0.24
H (-0.262, 5.274, -0.558)  0.45
H (-0.879, 3.812, 0.329)  -0.01
H (0.905, 2.444, -4.033)  -0.07
H (-0.165, 3.852, -4.512)  0.33
H (-0.858, 2.335, -3.908)  -0.21
C (-0.072, 0.837, -7.670)  -0.45
C (-0.316, 2.276, -8.101)  0.54
O (-1.437, 2.803, -7.983)  -0.58
N (0.758, 2.920, -8.734)  -0.14
H (0.307, 3.705, -9.240)  0.33
H (-3.772, 3.828, -6.739)  0.35
C (1.778, 2.211, -9.394)  -0.83
H (-0.531, 0.179, -8.391)  0.45
H (-0.605, 0.741, -6.741)  -0.14
H (0.946, 0.415, -7.585)  0.14
H (2.749, 2.454, -9.032)  0.32
H (1.794, 2.365, -10.499)  0.30
H (1.693, 1.162, -9.242)  0.31
C (-2.820, -5.676, -4.510)  -1.06
C (-1.397, -6.267, -4.647)  0.67
O (-0.515, -5.521, -4.797)  -0.57
N (-1.341, -7.627, -4.551)  -0.18
H (-2.224, -8.148, -4.410)  0.25
H (0.879, -2.083, -4.235)  0.15
C (-0.145, -8.417, -4.845)  -0.90
H (-3.040, -5.417, -3.468)  0.15
H (-3.597, -6.349, -4.841)  0.47
H (-2.850, -4.815, -5.167)  0.28
H (-0.418, -9.434, -5.085)  0.35
H (0.495, -8.464, -3.963)  0.26
H (0.483, -7.966, -5.598)  0.29
B (0.872, -1.942, 0.461)  -0.62
F (0.895, -1.739, 1.800)  -0.04
F (1.845, -2.847, 0.084)  -0.35
F (-0.382, -2.512, 0.117)  1.22
F (0.977, -0.787, -0.257)  -0.36
B (3.096, 0.355, -5.021)  -0.03
F (3.121, -0.616, -3.973)  -0.16
F (1.762, 0.377, -5.609)  -0.08
F (3.350, 1.561, -4.509)  -0.35
F (4.057, -0.055, -5.949)  -0.42
B (-4.022, -2.481, -0.320)  0.65
F (-5.141, -2.795, 0.530)  -0.48
F (-3.287, -1.548, 0.450)  -0.66
F (-3.131, -3.640, -0.365)  -0.41
F (-4.310, -2.217, -1.625)  -0.21